<1>
Density functional theory data (wB97M-V/def2-TZVPD) for C6H8O3 as an isolated structure.

Positions of all 17 atoms, in Å:
C (0.2916, 0.4486, 0.0992)
C (1.2745, 0.7329, 1.2121)
C (0.7056, 0.9801, -1.2516)
C (-1.5101, -0.2472, 0.0310)
C (0.2227, -1.5559, 0.3023)
C (-1.1277, -1.5482, 0.4735)
O (-1.0314, 0.9071, 0.4993)
O (-2.5086, -0.0619, -0.8443)
O (1.2532, -2.1285, 0.1990)
H (-2.8280, -0.9235, -1.1461)
H (-1.7731, -2.3746, 0.7383)
H (2.2288, 0.2504, 1.0030)
H (1.4365, 1.8126, 1.2925)
H (0.9014, 0.3658, 2.1669)
H (0.9146, 2.0531, -1.2004)
H (1.6172, 0.4735, -1.5721)
H (-0.0671, 0.8159, -2.0024)

Values from the calculation:
2S+1: 1
Molecular weight (g mol⁻¹): 128.13
LUMO level (eV): 0.424
Highest occupied orbital energy (eV): -8.4


<2>
Density functional theory data (wB97M-V/def2-TZVPD) for a 2-piece molecular cluster, C6H8O3 overall.

Positions of all 17 atoms, in Å:
C (0.8599, -1.0996, -0.0248)
C (0.9854, 0.3479, 0.8730)
C (0.3102, 1.2458, -0.2299)
C (0.1675, -0.5971, -1.2957)
C (-1.3020, -0.2429, -0.9829)
C (-1.1493, 0.8822, -0.2756)
H (-0.2798, -1.7044, 1.5338)
H (1.8584, -1.5556, -0.1337)
H (2.0702, 0.6567, 0.9384)
H (-0.7506, 1.2367, 1.7901)
H (0.3825, 2.3719, -0.1825)
H (0.3114, -1.4109, -2.1333)
H (-2.0909, -0.9808, -1.1476)
H (-2.1780, 1.4171, 0.0379)
O (-0.2440, -1.8858, 0.5249)
O (0.3883, 0.4347, 2.1642)
O (0.6609, 0.8841, -1.4562)

Values from the calculation:
2S+1: 1
Molecular weight (g mol⁻¹): 128.13
LUMO level (eV): -0.255
Highest occupied orbital energy (eV): -9.4


<3>
Density functional theory data (wB97M-V/def2-TZVPD) for one molecule with the formula C6H8O3.

Positions of all 17 atoms, in Å:
C (0.9311, -1.4201, 0.2282)
C (0.3964, -1.0810, -1.1861)
C (-0.3704, 0.1132, -1.1750)
O (-1.5459, 0.0000, -0.4515)
O (-1.1670, -0.6040, 0.8646)
C (0.2418, -0.4529, 1.1879)
C (0.8650, 0.7716, 0.8213)
O (-0.0189, 1.9373, 0.4634)
C (0.5100, 1.1000, -0.5731)
H (0.5204, -2.4908, 0.4043)
H (2.0639, -1.4245, 0.3272)
H (-0.0978, -1.8850, -1.7096)
H (1.3331, -1.0177, -1.7970)
H (-0.6673, 0.3051, -2.1584)
H (0.2128, -0.8772, 2.2205)
H (1.8446, 0.9406, 1.2589)
H (1.2019, 1.5988, -1.3773)

Values from the calculation:
SMILES: C1C[C@H]2OO[C@@H]1[C@@H]1O[C@@H]12
2S+1: 1
Molecular weight (g mol⁻¹): 128.13
LUMO level (eV): 0.760
Highest occupied orbital energy (eV): -9.4


<4>
Density functional theory data (wB97M-V/def2-TZVPD) for one molecule with the formula C6H8O3.

Positions of all 17 atoms, in Å:
C (2.3284, 0.2506, 1.5671)
C (1.1220, 0.2228, 0.9899)
C (0.6251, -0.5443, -0.2271)
C (-0.8736, -0.5180, -0.1223)
C (-1.6092, -0.2392, -1.2718)
O (-0.8936, 0.6366, -2.1944)
O (-1.1696, 0.5032, 0.8871)
C (-0.0575, 0.8431, 1.6245)
O (-0.0572, 1.6303, 2.5159)
H (2.4730, 1.0452, 2.4242)
H (3.0452, -0.1817, 1.2903)
H (0.9991, -1.5625, -0.4773)
H (1.0040, -0.0058, -1.3297)
H (-1.0885, -1.4590, 0.4526)
H (-2.5007, 0.1279, -1.1483)
H (-1.8952, -1.3474, -1.9137)
H (-1.4520, 0.5982, -3.0672)

Values from the calculation:
SMILES: C=C1C[C@H](CO)OC1=O
2S+1: 1
Molecular weight (g mol⁻¹): 128.13
LUMO level (eV): 0.370
Highest occupied orbital energy (eV): -9.8


Consider the structures shown above. The most stable of them is <1>.